Record 1
Density functional theory data (ωB97M-V/def2-TZVPD) for C20H17ClN2O2S as an isolated structure at a distorted geometry.

```
43
Properties=species:S:1:pos:R:3
C -1.607 -0.689 4.035
C -1.359 0.328 2.965
C -0.782 -0.078 1.630
N -0.469 0.932 0.828
C -0.850 2.343 1.097
C -1.113 2.740 2.353
C -1.411 1.771 3.446
H -1.941 2.228 4.094
H -1.265 3.878 2.358
H -0.437 2.911 0.246
S -2.167 -1.024 0.217
C -1.179 -0.380 -0.917
N -1.478 -0.874 -2.021
C -2.017 -2.053 -2.613
C -1.478 -3.248 -2.409
C -0.072 -3.643 -1.733
C -0.137 -5.103 -1.760
C -1.182 -5.504 -2.342
O -2.055 -4.506 -2.876
H -1.458 -6.515 -2.631
H 0.739 -5.544 -1.606
H 0.782 -2.931 -1.435
H -2.201 -1.893 -3.676
H -2.863 -2.068 -1.929
H -0.555 -0.427 -2.934
C -0.254 0.366 -0.511
C 0.652 0.871 -1.206
O 0.918 0.525 -2.693
C 1.877 1.835 -0.680
C 2.600 1.480 0.362
C 3.566 2.478 0.647
C 3.603 3.767 0.078
C 2.942 3.923 -1.034
C 1.902 3.073 -1.358
H 1.366 3.272 -2.266
H 3.180 4.842 -1.676
H 4.298 4.454 0.367
H 4.330 2.060 1.739
Cl 2.518 0.025 1.092
H -0.069 -0.880 1.690
H -2.026 -0.318 5.030
H -0.505 -1.218 4.378
H -2.345 -1.205 3.656
```

gap between HOMO and LUMO	7.462	eV
F_max	15.0	eV/A
HOMO	-7.82	eV


Record 2
Density functional theory data (ωB97M-V/def2-TZVPD) for C20H17F10N3OOs as an isolated structure at a distorted geometry.

```
52
Properties=species:S:1:pos:R:3
Os -0.708 -0.315 0.055
C -3.322 -0.124 1.488
N -2.246 0.731 0.964
C -1.602 1.481 2.066
C -0.675 0.560 2.873
N -0.018 -0.360 1.963
C 1.085 -1.053 2.300
C 1.999 -0.793 3.360
F 1.829 0.279 4.134
C 3.115 -1.589 3.587
F 3.934 -1.285 4.572
C 3.379 -2.705 2.779
F 4.435 -3.455 2.993
C 2.496 -3.010 1.725
F 2.709 -4.062 0.962
C 1.408 -2.192 1.506
F 0.531 -2.476 0.498
C -2.773 1.646 -0.080
C -2.939 0.915 -1.417
N -1.761 0.098 -1.642
C -1.489 -0.423 -2.849
C -0.285 -1.162 -3.008
F 0.497 -1.273 -1.890
C 0.112 -1.744 -4.191
F 1.244 -2.416 -4.258
C -0.700 -1.605 -5.334
F -0.356 -2.174 -6.463
C -1.890 -0.867 -5.239
F -2.650 -0.711 -6.302
C -2.279 -0.307 -4.031
F -3.438 0.345 -3.986
H -4.093 0.492 1.960
H -2.936 -0.812 2.238
H -3.784 -0.699 0.687
H -2.354 1.939 2.715
H -0.995 2.275 1.622
H -1.235 -0.021 3.619
H 0.026 1.185 3.435
H -2.048 2.451 -0.229
H -3.722 2.085 0.243
H -3.061 1.670 -2.202
H -3.842 0.288 -1.439
C 2.556 2.726 0.962
C 2.262 1.660 -0.037
C 3.409 1.224 -0.874
O 1.131 1.194 -0.175
H 3.266 3.444 0.552
H 3.034 2.271 1.831
H 1.658 3.241 1.297
H 4.357 1.338 -0.351
H 3.441 1.887 -1.745
H 3.287 0.207 -1.245
```

charge	+2
gap between HOMO and LUMO (alpha / beta)	8.150 / 5.247	eV
multiplicity	5
F_max	1.1	eV/A
HOMO (alpha / beta)	-14.34 / -14.59	eV
expectation value of S²	6.0720


Record 3
Density functional theory data (ωB97M-V/def2-TZVPD) for C20H17N4O4RbS as an isolated structure at a distorted geometry.

```
47
Properties=species:S:1:pos:R:3
Rb 0.432 -0.115 -0.325
O 4.200 0.039 2.195
C 3.024 0.115 1.840
O 2.536 0.186 0.672
C 1.980 0.111 2.984
C 2.424 0.106 4.303
C 1.497 0.093 5.329
C 0.144 0.078 5.014
C -0.211 0.080 3.678
N 0.674 0.097 2.677
H 3.491 0.113 4.476
H 1.819 0.091 6.364
H -0.618 0.067 5.783
H -1.258 0.070 3.390
O -3.517 6.855 -0.600
N -4.195 6.036 -0.012
O -5.244 6.277 0.545
C -3.715 4.631 0.001
C -4.666 3.689 0.040
C -4.318 2.302 -0.008
C -5.295 1.293 0.036
C -4.903 -0.015 -0.010
C -3.530 -0.293 -0.109
N -2.595 0.631 -0.158
C -2.974 1.925 -0.100
C -1.947 2.963 -0.111
N -0.664 2.557 -0.143
C 0.293 3.456 -0.080
C 0.037 4.830 0.004
C -1.259 5.262 0.008
C -2.306 4.320 -0.054
H -5.705 3.982 0.101
H -6.342 1.565 0.110
H -5.621 -0.823 0.027
H -3.187 -1.323 -0.148
H 1.311 3.077 -0.080
H 0.856 5.533 0.066
H -1.480 6.316 0.060
C -0.192 -5.150 -0.192
S -0.251 -3.389 0.178
C 0.907 -3.329 1.565
H 0.832 -5.451 -0.410
H -0.810 -5.327 -1.071
H -0.581 -5.732 0.642
H 0.479 -3.802 2.446
H 1.106 -2.281 1.781
H 1.844 -3.810 1.291
```

gap between HOMO and LUMO	6.987	eV
F_max	1.9	eV/A
HOMO	-8.15	eV


Quick rundown of ΔE to the lowest compared entry with this formula, charge and spin, same order as above: 1618.27 42.56 19.69 kJ/mol